[1]
{
  "formula": "C3H10N2O",
  "method": "ωB97M-V/def2-TZVPD",
  "elements": ["H", "N", "C", "N", "H", "H", "H", "C", "C", "O", "H", "H", "H", "H", "H", "H"],
  "positions_angstrom": [[-1.7144, 1.3571, 0.6529], [-2.2178, 1.2912, -0.2128], [-2.2197, 0.4016, -1.1045], [-1.2117, -0.3822, -1.5858], [-3.1127, 0.2217, -1.7104], [-0.2546, -0.1865, -1.3270], [-1.3738, -0.7664, -2.4998], [1.5592, -1.1659, 0.9501], [1.5646, 0.3466, 1.0300], [0.7092, 0.9150, 0.0664], [2.3201, -1.6192, 1.5793], [1.6960, -1.5331, -0.0688], [0.5884, -1.5644, 1.2579], [1.2776, 0.6807, 2.0257], [2.5644, 0.7049, 0.7799], [-0.1748, 1.2990, 0.1669]],
  "forces_ev_per_a": [[0.6, -0.2, -0.3], [-1.8, 0.3, 0.8], [1.0, -0.2, -0.8], [-0.1, -0.2, 0.1], [-0.2, 0.4, 0.1], [0.0, 0.0, 0.2], [0.1, -0.2, 0.0], [-0.7, -0.4, -0.1], [-0.4, 0.0, 0.2], [0.4, 0.2, -1.8], [0.1, 0.1, 0.1], [0.2, 0.2, -0.1], [0.0, 0.1, 0.1], [0.2, 0.0, 0.2], [0.0, 0.2, 0.2], [0.5, -0.3, 1.0]],
  "e_tot_ha": -305.00523,
  "lumo_energy_ev": 1.00,
  "de_lowest_ev": 1.889,
  "homo_energy_ev": -8.9789,
  "multiplicity": 1,
  "smiles": "[H]/N=C\\N.CCO",
  "homo_lumo_gap_ev": 9.98
}

=====

[2]
{
  "formula": "C3H3FeLiO2",
  "method": "ωB97M-V/def2-TZVPD",
  "elements": ["O", "C", "C", "H", "H", "H", "O", "C", "Fe", "Li"],
  "positions_angstrom": [[0.3338, -0.5024, 0.2289], [-0.5140, -0.5021, 1.1521], [-1.8737, 0.0445, 0.9151], [-2.5776, -0.5755, 1.4912], [-1.9420, 1.0374, 1.3899], [-2.1073, 0.1151, -0.1583], [2.4094, 0.6707, 2.5369], [3.2838, 1.3807, 2.4000], [0.8424, -0.6875, 2.6272], [0.4271, -0.3516, -1.5731]],
  "forces_ev_per_a": [[-1.9, -0.7, 4.1], [0.6, 1.5, -5.1], [-0.8, -0.6, 0.8], [-0.2, 0.1, -0.2], [0.1, 0.1, 0.1], [0.1, -0.1, 0.3], [-2.3, -1.9, 0.4], [2.0, 1.6, -0.2], [1.9, 0.0, 1.7], [0.4, 0.0, -1.9]],
  "e_tot_ha": -1536.44896,
  "lumo_energy_ev": [-15.10, -18.21],
  "homo_energy_ev": [-25.6136, -25.6795],
  "multiplicity": 6,
  "total_charge": 3,
  "homo_lumo_gap_ev": [10.52, 7.47]
}

=====

[3]
{
  "formula": "C56H40CsF3N3O6SbSi",
  "method": "ωB97M-V/def2-TZVPD",
  "elements": ["Cs", "O", "C", "O", "C", "C", "C", "C", "C", "C", "N", "C", "C", "C", "C", "C", "C", "N", "H", "H", "H", "H", "H", "H", "H", "H", "H", "H", "O", "C", "O", "C", "C", "C", "N", "C", "C", "C", "O", "O", "H", "H", "H", "F", "C", "C", "C", "C", "C", "C", "Sb", "C", "C", "C", "C", "F", "C", "C", "C", "C", "C", "C", "F", "C", "C", "H", "H", "H", "H", "H", "H", "H", "H", "H", "H", "H", "H", "C", "C", "C", "C", "C", "C", "Si", "C", "C", "C", "C", "C", "C", "C", "C", "C", "C", "C", "C", "H", "H", "H", "H", "H", "H", "H", "H", "H", "H", "H", "H", "H", "H", "H"],
  "positions_angstrom": [[0.9857, -2.7454, 0.9331], [2.9312, 3.7829, 5.1759], [2.4167, 2.7436, 5.8904], [2.5252, 2.7734, 7.0936], [1.7906, 1.6554, 5.1343], [1.3645, 0.5243, 5.8472], [0.7760, -0.5438, 5.2184], [0.5631, -0.5444, 3.8148], [0.9937, 0.6029, 3.1062], [1.5735, 1.6663, 3.7456], [-0.0864, -1.5124, 3.1299], [-0.2645, -2.7253, 3.6422], [-1.1507, -3.6724, 3.0911], [-1.1276, -5.0195, 3.5461], [-1.9760, -5.9450, 3.0016], [-2.8831, -5.5372, 2.0139], [-2.8594, -4.2049, 1.6331], [-2.0362, -3.2902, 2.1259], [2.8428, 3.6117, 4.2300], [1.5157, 0.5207, 6.9190], [0.4197, -1.3809, 5.8048], [0.8316, 0.6283, 2.0344], [1.8456, 2.5242, 3.1397], [0.3247, -3.0616, 4.5002], [-0.4190, -5.2949, 4.3184], [-1.9501, -6.9779, 3.3280], [-3.5746, -6.2363, 1.5654], [-3.5584, -3.8447, 0.8821], [3.2878, -3.8436, -6.5551], [2.1385, -4.3182, -6.4459], [1.5578, -5.2046, -7.1011], [1.2839, -3.6726, -5.3266], [-0.0132, -3.2536, -5.6008], [-0.7437, -2.6399, -4.5970], [-0.2726, -2.4269, -3.3710], [0.9721, -2.8287, -3.1067], [1.7776, -3.4565, -4.0480], [1.4809, -2.5468, -1.7080], [2.1738, -3.4166, -1.1406], [1.1237, -1.4697, -1.1553], [-0.4311, -3.4173, -6.5853], [-1.7642, -2.3042, -4.7700], [2.7833, -3.7578, -3.7882], [-7.9216, -2.2589, 0.1197], [-6.6106, -1.9196, 0.2320], [-6.1813, -1.2827, 1.3765], [-4.8393, -0.9336, 1.4786], [-3.9357, -1.2195, 0.4614], [-4.4121, -1.8740, -0.6734], [-5.7484, -2.2268, -0.8003], [-1.8022, -0.7484, 0.5405], [-2.1123, 0.7979, 2.0219], [-2.3743, 0.4319, 3.3412], [-2.4603, 1.3855, 4.3448], [-2.2471, 2.7098, 4.0185], [-2.3300, 3.6481, 4.9920], [-1.9646, 3.1091, 2.7294], [-1.9070, 2.1410, 1.7341], [-2.2007, 0.5187, -1.1896], [-3.3158, 1.3462, -1.3019], [-3.6421, 1.9473, -2.5080], [-2.8498, 1.6836, -3.6072], [-3.1834, 2.2527, -4.7964], [-1.7399, 0.8717, -3.5381], [-1.4119, 0.3018, -2.3145], [-6.8841, -1.0626, 2.1699], [-4.5025, -0.4260, 2.3711], [-3.7249, -2.1125, -1.4794], [-6.1240, -2.7310, -1.6814], [-2.4903, -0.6176, 3.5852], [-2.6675, 1.1124, 5.3714], [-1.7853, 4.1561, 2.5182], [-1.7004, 2.4386, 0.7138], [-3.9465, 1.5212, -0.4359], [-4.5014, 2.5987, -2.6077], [-1.1472, 0.6836, -4.4250], [-0.5568, -0.3569, -2.2398], [-0.4776, 5.0180, -2.6726], [-0.3390, 4.7455, -1.3177], [0.5040, 3.7315, -0.8984], [1.2387, 2.9663, -1.8126], [1.0757, 3.2521, -3.1728], [0.2331, 4.2655, -3.5962], [2.3634, 1.5940, -1.2404], [3.3728, 2.0744, 0.2638], [4.1544, 1.1128, 0.9199], [4.8911, 1.4291, 2.0487], [4.8638, 2.7182, 2.5668], [4.1011, 3.6887, 1.9288], [3.3671, 3.3718, 0.7957], [3.3565, 0.7664, -2.5842], [2.7173, 0.0717, -3.6166], [3.4484, -0.5920, -4.5899], [4.8356, -0.5716, -4.5482], [5.4873, 0.1292, -3.5424], [4.7550, 0.7921, -2.5695], [-1.1415, 5.8043, -3.0094], [-0.8937, 5.3238, -0.5874], [0.6012, 3.5222, 0.1612], [1.6300, 2.6803, -3.9084], [0.1126, 4.4597, -4.6550], [4.1810, 0.1011, 0.5282], [5.4916, 0.6688, 2.5329], [5.4189, 2.9612, 3.4640], [4.0841, 4.7009, 2.3196], [2.7938, 4.1473, 0.3025], [1.6340, 0.0242, -3.6347], [2.9495, -1.1547, -5.3691], [5.3973, -1.1195, -5.2937], [6.5707, 0.1553, -3.5135], [5.2737, 1.3356, -1.7869]],
  "forces_ev_per_a": [[0.1, -1.4, 2.8], [0.0, 0.0, 0.0], [0.2, 0.2, 0.1], [0.0, 0.0, 0.0], [-0.3, -0.4, -0.1], [0.2, 0.2, 0.0], [-0.1, -0.1, -0.1], [0.1, 0.2, 0.4], [-0.1, -0.2, -0.1], [0.1, 0.1, 0.2], [-0.6, 0.2, 0.6], [0.0, 0.3, 0.9], [-0.4, -0.3, 0.1], [0.1, 0.0, 0.0], [-0.1, 0.1, 0.0], [0.0, -0.1, 0.0], [-0.2, -0.1, -0.1], [0.1, 0.0, 0.2], [0.0, -0.1, 0.0], [0.0, 0.0, 0.0], [0.0, 0.0, 0.0], [0.0, 0.1, 0.0], [0.0, 0.0, -0.1], [0.0, 0.0, 0.0], [0.0, 0.0, 0.0], [0.0, 0.0, 0.0], [0.0, 0.1, 0.0], [0.0, 0.0, 0.0], [0.1, 0.0, 0.0], [-0.2, 0.2, 0.3], [0.1, 0.0, -0.1], [0.2, -0.1, -0.4], [0.0, 0.0, 0.1], [0.0, -0.1, 0.0], [0.0, 0.1, 0.1], [-0.1, -0.1, -0.1], [0.0, 0.0, 0.1], [0.3, 0.2, -1.0], [1.0, -0.5, -1.6], [0.1, 1.0, -1.7], [0.0, 0.0, 0.0], [0.0, 0.0, 0.0], [0.0, 0.0, 0.0], [0.0, 0.0, 0.0], [0.1, 0.0, 0.1], [-0.1, 0.0, 0.0], [0.1, -0.1, -0.1], [0.2, -0.2, 0.1], [0.1, 0.0, 0.0], [-0.1, 0.0, -0.1], [-1.0, 0.8, -0.5], [0.2, -0.2, -0.1], [0.0, 0.1, -0.1], [0.0, 0.0, 0.1], [0.0, -0.1, -0.2], [0.0, 0.0, 0.1], [0.0, 0.1, 0.1], [0.0, 0.0, -0.1], [0.1, 0.0, 0.3], [0.0, 0.1, 0.0], [-0.1, 0.1, 0.0], [0.1, 0.0, 0.0], [0.0, 0.0, 0.0], [0.0, 0.1, -0.2], [0.0, 0.0, 0.1], [0.0, 0.0, 0.0], [0.0, 0.0, 0.1], [0.0, 0.0, 0.0], [0.0, 0.0, 0.0], [0.0, 0.0, 0.1], [0.0, 0.0, 0.0], [0.0, 0.0, 0.0], [0.0, 0.1, 0.0], [0.0, 0.0, 0.0], [0.0, 0.0, 0.0], [0.0, 0.0, 0.0], [0.1, 0.0, -0.1], [0.0, 0.0, 0.0], [-0.1, 0.1, 0.0], [0.0, -0.1, 0.1], [0.2, 0.1, -0.1], [0.1, -0.1, 0.0], [-0.1, 0.0, -0.1], [-0.2, -0.3, 0.1], [0.0, 0.1, -0.1], [-0.1, 0.0, -0.1], [0.1, 0.0, 0.1], [0.0, 0.0, 0.0], [0.0, 0.1, 0.1], [0.0, -0.1, -0.1], [0.0, 0.2, 0.1], [0.0, 0.0, 0.1], [0.0, 0.0, -0.1], [0.0, 0.0, 0.0], [0.0, 0.0, 0.0], [0.0, 0.0, 0.1], [0.0, 0.0, 0.0], [0.0, 0.0, 0.0], [-0.1, 0.0, 0.0], [0.0, 0.0, 0.0], [0.0, 0.0, 0.0], [0.0, 0.0, 0.0], [0.0, 0.0, 0.0], [0.0, 0.0, 0.0], [0.0, 0.0, 0.0], [0.0, 0.0, 0.0], [0.0, -0.1, 0.0], [0.0, -0.1, 0.0], [0.0, 0.0, 0.0], [0.0, 0.0, 0.0], [0.0, 0.0, 0.0]],
  "e_tot_ha": -3623.27030,
  "lumo_energy_ev": [3.18, 3.17],
  "de_lowest_ev": 2.698,
  "homo_energy_ev": [-1.8761, -2.5664],
  "multiplicity": 1,
  "total_charge": -2,
  "homo_lumo_gap_ev": [5.06, 5.74]
}

=====

[4]
{
  "formula": "C8H9I2N2S",
  "method": "ωB97M-V/def2-TZVPD",
  "elements": ["C", "C", "C", "C", "C", "C", "C", "C", "N", "N", "S", "I", "I", "H", "H", "H", "H", "H", "H", "H", "H", "H"],
  "positions_angstrom": [[-0.3141, -1.7529, 0.0392], [-1.0949, -2.8025, -0.3286], [-2.3335, -0.6521, -0.4150], [2.1216, 0.2797, 1.0306], [0.7288, 0.3698, 1.7978], [-0.2237, 0.6596, 0.6333], [0.7420, 1.2807, -0.4222], [0.3778, 1.0576, -1.8620], [2.0409, 0.8689, -0.0907], [-0.8322, -0.5653, 0.1330], [-2.6583, -2.2396, -0.7451], [-3.4168, 1.1163, -0.3438], [0.7032, 3.4414, -0.1219], [0.7635, -1.9254, 0.4409], [-0.9952, -3.8360, -0.3995], [3.0375, -0.2299, 1.4606], [0.6464, -0.5299, 2.2525], [0.8464, 1.2062, 2.4887], [-1.0067, 1.5007, 0.8752], [1.1513, 1.6590, -2.3806], [-0.6947, 1.1891, -1.9292], [0.4107, -0.0951, -2.1132]],
  "forces_ev_per_a": [[3.9, -2.8, 1.8], [-1.4, 1.8, -0.5], [4.3, 1.4, 2.2], [-1.3, 0.5, 0.4], [2.3, 1.9, -2.2], [-0.5, 2.0, 0.9], [-0.8, 0.5, 0.5], [0.7, -2.6, 0.3], [2.2, -1.2, -0.1], [-6.3, 1.1, -2.0], [0.1, 0.6, 0.0], [0.0, -0.9, -0.3], [0.0, 0.1, 0.1], [-2.0, 0.4, -1.0], [0.9, -1.4, 0.0], [-1.0, 1.0, -0.7], [-1.1, -2.6, 1.9], [-0.4, -0.1, 0.1], [1.1, -2.3, -0.3], [-1.2, -0.5, -0.7], [0.0, 1.2, -0.8], [0.7, 2.1, 0.3]],
  "e_tot_ha": -1412.98361,
  "lumo_energy_ev": -4.97,
  "de_lowest_ev": 0.000,
  "homo_energy_ev": -12.5411,
  "multiplicity": 1,
  "total_charge": 1,
  "homo_lumo_gap_ev": 7.58
}

=====

Repeat the second record exactly.
{
  "formula": "C3H3FeLiO2",
  "method": "ωB97M-V/def2-TZVPD",
  "elements": ["O", "C", "C", "H", "H", "H", "O", "C", "Fe", "Li"],
  "positions_angstrom": [[0.3338, -0.5024, 0.2289], [-0.5140, -0.5021, 1.1521], [-1.8737, 0.0445, 0.9151], [-2.5776, -0.5755, 1.4912], [-1.9420, 1.0374, 1.3899], [-2.1073, 0.1151, -0.1583], [2.4094, 0.6707, 2.5369], [3.2838, 1.3807, 2.4000], [0.8424, -0.6875, 2.6272], [0.4271, -0.3516, -1.5731]],
  "forces_ev_per_a": [[-1.9, -0.7, 4.1], [0.6, 1.5, -5.1], [-0.8, -0.6, 0.8], [-0.2, 0.1, -0.2], [0.1, 0.1, 0.1], [0.1, -0.1, 0.3], [-2.3, -1.9, 0.4], [2.0, 1.6, -0.2], [1.9, 0.0, 1.7], [0.4, 0.0, -1.9]],
  "e_tot_ha": -1536.44896,
  "lumo_energy_ev": [-15.10, -18.21],
  "homo_energy_ev": [-25.6136, -25.6795],
  "multiplicity": 6,
  "total_charge": 3,
  "homo_lumo_gap_ev": [10.52, 7.47]
}